No. 1
Below is 9 unconnected molecules or ions with the total composition C21H64BNO7, with properties calculated with ωB97M-V/def2-TZVPD.

XYZ file:
```
94
Properties=species:S:1:pos:R:3:forces:R:3:lowdin_charge:R:1
N 0.6397 -0.0408 0.2407 0.526 0.038 -0.023 0.28
H 0.1487 -0.7384 0.8513 -0.063 0.422 -0.340 0.02
H 0.4793 -0.1561 -0.7601 0.036 -0.230 0.092 0.08
H 1.6605 -0.1444 0.4117 -0.100 0.088 -0.333 0.09
H 0.4040 0.9379 0.4561 -0.246 -0.080 0.416 0.09
B -0.8301 -1.6347 2.3634 0.227 -0.466 0.624 -0.37
H -0.3636 -2.1007 1.3875 0.305 -0.488 -0.905 -0.02
H -0.9252 -2.4864 3.1659 -0.209 -0.684 0.554 -0.02
H -0.1128 -0.8147 2.8144 0.632 0.812 0.236 -0.01
H -1.8882 -1.1728 2.1463 -1.026 0.325 -0.114 -0.03
C 2.9950 -2.4275 -2.2274 -0.368 -0.138 -0.222 -0.05
C 4.3785 -2.8961 -1.8213 -0.152 -0.106 -0.200 -0.46
C 5.4800 -2.4650 -2.7757 -0.479 0.010 -0.157 -0.05
O 4.6089 -2.3727 -0.5008 0.127 -0.265 -0.009 -0.07
H 2.8653 -1.3435 -2.2302 0.224 0.038 0.193 0.07
H 2.2553 -2.8690 -1.5574 0.012 0.141 0.074 0.08
H 2.7189 -2.7548 -3.2331 0.240 -0.120 -0.001 0.09
H 4.3455 -3.9908 -1.7739 0.105 0.035 0.147 0.14
H 6.4768 -2.7082 -2.4102 -0.009 0.109 0.134 0.08
H 5.3700 -1.3931 -2.9489 0.310 0.021 -0.017 0.09
H 5.3492 -2.9828 -3.7283 -0.007 0.070 -0.027 0.08
H 5.2483 -2.9365 -0.0555 0.028 0.126 0.056 0.11
C -2.7938 0.0064 5.0632 -0.005 0.089 -1.101 -0.04
C -2.7065 1.3625 4.3391 0.144 -0.833 -0.159 -0.47
C -2.1445 2.4671 5.1948 0.212 0.552 -0.140 -0.06
O -1.8974 1.2140 3.1623 0.049 -0.018 0.025 -0.11
H -3.1192 0.1452 6.0901 -0.110 -0.318 0.023 0.08
H -1.8739 -0.5779 4.9746 0.330 0.440 0.503 0.08
H -3.4654 -0.6082 4.4553 -0.414 -0.022 0.533 0.08
H -3.7260 1.5828 4.0025 0.062 0.378 0.074 0.13
H -2.8242 2.7494 6.0000 0.089 -0.262 0.167 0.08
H -1.9846 3.3866 4.6243 -0.104 -0.111 -0.208 0.06
H -1.1601 2.1852 5.5740 -0.127 -0.101 0.225 0.09
H -1.6509 0.2674 3.0521 -0.018 0.560 -0.078 0.00
C -0.9145 1.8642 -3.1462 -0.608 0.089 0.088 -0.06
C -0.3023 0.4742 -3.1920 0.374 0.829 -0.399 -0.46
C -0.1740 -0.0273 -4.6168 -0.291 -0.775 -0.360 -0.05
O 0.9866 0.5569 -2.5481 -0.051 -0.606 0.167 -0.09
H -0.2589 2.5919 -3.6310 0.022 -0.035 -0.073 0.09
H -1.1044 2.2051 -2.1262 0.244 -0.109 0.083 0.07
H -1.8883 1.8951 -3.6418 0.134 -0.051 -0.171 0.08
H -0.8847 -0.2432 -2.6134 -0.014 0.082 0.047 0.10
H -1.1407 -0.0531 -5.1262 -0.078 0.266 0.176 0.09
H 0.1400 -1.0744 -4.6477 0.271 0.099 0.177 0.07
H 0.5090 0.5489 -5.2445 0.065 0.191 0.213 0.08
H 1.5482 1.1898 -3.0057 -0.102 0.047 -0.086 0.10
C -3.9046 0.6982 -1.3523 0.286 1.280 -0.116 -0.05
C -3.3914 0.2418 -0.0079 -0.090 -0.975 -0.014 -0.45
C -4.5122 -0.3672 0.8289 -0.341 0.117 0.238 -0.05
O -2.3548 -0.7338 -0.2715 -0.294 0.034 0.480 -0.12
H -3.0905 1.0858 -1.9679 0.075 -0.408 -0.027 0.05
H -4.5444 1.5807 -1.2449 -0.247 -0.260 0.186 0.09
H -4.4472 -0.0677 -1.9027 0.042 -0.154 0.108 0.09
H -2.9238 1.0196 0.6056 -0.189 0.362 -0.366 0.13
H -4.9012 -1.3247 0.4737 0.427 -0.056 -0.269 0.09
H -5.3873 0.2896 0.8187 0.168 0.193 0.182 0.08
H -4.1773 -0.4992 1.8585 -0.097 -0.039 0.028 0.06
H -2.1046 -1.0909 0.6156 0.045 -0.012 -0.579 0.02
C 0.9602 4.1120 -0.0392 -0.209 -0.472 0.366 -0.04
C 0.3715 3.8276 1.3390 -0.172 0.439 -0.079 -0.49
C -0.8048 4.7569 1.6337 0.518 -0.131 0.178 -0.04
O -0.0435 2.4719 1.3495 -0.125 -0.348 0.034 -0.09
H 1.8520 3.5066 -0.2098 0.090 0.119 0.026 0.07
H 1.1893 5.1723 -0.1233 0.096 -0.023 -0.174 0.08
H 0.2228 3.8057 -0.7829 -0.023 0.242 -0.119 0.07
H 1.1455 3.9880 2.1006 0.001 -0.071 0.022 0.13
H -1.6134 4.5299 0.9395 -0.122 0.153 0.067 0.09
H -0.4824 5.7951 1.5393 -0.113 0.016 -0.177 0.08
H -1.1273 4.6393 2.6687 -0.232 -0.162 -0.061 0.07
H -0.6952 2.2650 2.0521 0.174 0.101 0.008 0.07
C -2.0183 -4.0399 -3.8952 0.226 0.108 0.872 -0.05
C -2.0229 -3.3056 -2.5541 0.503 0.100 -0.455 -0.48
C -0.5805 -3.1729 -2.0577 -0.203 0.375 0.150 -0.06
O -2.5936 -2.0197 -2.7711 -0.198 -0.112 0.237 -0.08
H -1.2864 -3.5588 -4.5454 -0.229 0.120 -0.223 0.07
H -3.0181 -4.0361 -4.3216 0.080 -0.137 -0.201 0.08
H -1.6454 -5.0480 -3.7059 -0.273 -0.147 -0.223 0.08
H -2.6164 -3.8466 -1.8097 -0.044 -0.105 -0.084 0.14
H -0.5463 -2.7653 -1.0439 -0.011 -0.178 0.055 0.06
H -0.0567 -2.4543 -2.6950 0.019 -0.146 -0.118 0.06
H -0.0555 -4.1280 -2.0940 0.016 -0.015 0.111 0.08
H -2.7559 -1.6410 -1.8874 0.244 0.088 -0.124 0.04
C 3.9097 1.8622 1.7474 0.109 0.028 -0.559 -0.05
C 4.0491 0.3751 1.5151 0.132 -0.582 -0.168 -0.47
C 3.4436 -0.4781 2.6176 0.683 0.152 0.622 -0.04
O 3.4402 -0.0021 0.2634 0.082 0.307 0.047 -0.11
H 4.5901 2.1695 2.5407 -0.247 0.019 0.226 0.08
H 2.8779 2.1469 1.9610 0.030 0.011 0.153 0.07
H 4.2349 2.3909 0.8477 -0.093 0.005 0.001 0.08
H 5.1187 0.1516 1.4099 -0.026 -0.004 0.176 0.14
H 2.3767 -0.2905 2.7388 -0.070 -0.196 -0.149 0.07
H 3.9143 -0.2608 3.5840 -0.049 0.209 -0.080 0.08
H 3.6674 -1.5330 2.4538 -0.387 -0.047 -0.224 0.08
H 3.8649 -0.8345 -0.0271 -0.147 0.166 0.114 0.05
```
Positions in Å, forces in eV/Å.

Its HOMO-LUMO gap is 0.360 hartree. The net charge is 0. The value obtained for the energy relative to the best compared isomer or geometry (same formula, charge and spin) is 0.00 kcal per mole. The calculation puts the total energy at -39313.7204 eV.

No. 2
Below is 11 unconnected molecules or ions with the total composition C21H64N10O11, with properties calculated with ωB97M-V/def2-TZVPD.

XYZ file:
```
106
Properties=species:S:1:pos:R:3:forces:R:3:lowdin_charge:R:1
C -4.2190 19.4800 20.4760 -2.201 1.441 -0.720 -0.15
O -4.1720 18.5940 19.3890 0.344 -0.105 -0.781 -0.14
H -4.0890 19.0250 21.4040 0.436 -1.190 1.585 0.03
H -5.2860 19.7930 20.4540 0.760 0.257 0.263 0.08
H -3.5590 20.3550 20.4880 0.139 -0.227 -0.714 0.09
H -3.3770 18.0470 19.4300 -0.393 0.755 0.092 -0.01
C -1.7160 12.2410 21.5550 9.251 -0.624 -3.651 -0.60
O -0.4100 12.2280 21.0770 -6.521 0.554 2.640 -0.07
N -2.6930 12.8850 21.0550 -3.661 2.006 -1.856 0.22
N -2.0620 11.6130 22.6240 2.138 -3.408 3.424 0.17
H -2.5070 13.6450 20.4580 0.115 0.510 -0.988 0.06
H -3.6720 12.5500 21.0870 1.335 0.650 0.058 0.09
H -1.3550 11.0100 23.0410 -0.262 0.069 -0.352 0.15
H -2.9850 11.3180 22.7190 -1.618 -0.541 0.371 0.06
C 0.8010 14.8840 19.4430 5.241 -7.291 1.805 -0.75
O 1.7200 13.9470 19.4700 -3.089 2.732 -0.365 -0.05
N 0.8220 15.7900 18.5580 0.939 3.256 -5.770 0.16
N -0.1130 14.9880 20.3480 -2.154 -0.834 3.141 0.21
H 1.4240 15.5440 17.7580 -0.312 0.617 0.872 0.15
H 0.3640 16.7080 18.5660 0.323 -0.865 -0.100 0.04
H -0.2930 14.1980 20.9850 0.527 0.423 -0.485 0.09
H -0.7190 15.7620 20.2700 -0.776 0.307 0.327 0.05
C -5.9160 13.2880 19.9630 3.262 0.106 -7.248 -0.52
O -5.7030 13.7460 18.6420 -1.342 -2.704 5.644 -0.13
N -5.3860 12.1680 20.4470 0.405 -1.908 -0.359 0.17
N -6.4680 14.0450 20.7980 -2.396 3.776 1.588 0.22
H -5.1180 11.4920 19.7390 0.173 0.094 0.298 0.15
H -5.3380 11.8750 21.4520 -0.703 0.181 -1.364 0.10
H -6.9330 14.8770 20.4750 -0.050 0.129 0.132 0.06
H -6.6440 13.8690 21.7410 -0.071 -0.816 1.408 0.08
C -7.1850 16.9330 19.7470 2.900 7.800 1.812 -0.61
O -7.1260 18.2260 20.2790 -1.144 -6.752 -2.368 -0.12
N -8.2010 16.1200 19.8130 -5.242 -0.246 1.287 0.12
N -6.1350 16.4090 19.1690 3.347 0.565 -1.061 0.16
H -9.0470 16.6630 20.1660 1.248 -1.574 -0.787 0.17
H -8.3150 15.3260 19.1650 -0.073 1.054 0.328 0.14
H -5.2860 16.9940 19.1420 -0.868 0.284 0.140 0.10
H -5.9780 15.4680 18.7940 -0.768 -0.075 -0.044 0.06
C -1.0740 18.0910 19.6290 1.392 5.008 7.399 -0.53
O -0.9400 18.7560 20.8630 -0.543 -3.773 -7.024 -0.08
N -0.2840 18.2980 18.5620 1.512 2.605 -0.819 0.13
N -1.9900 17.1750 19.4540 -1.250 -2.088 0.236 0.13
H 0.4100 19.0960 18.6240 -1.391 -1.366 0.059 0.18
H -0.7680 18.2080 17.6740 0.331 0.176 -0.020 0.13
H -2.4880 16.8080 20.2730 0.060 0.173 -0.536 0.09
H -2.1880 16.7270 18.5620 0.378 0.028 0.344 0.14
C 3.7670 16.8030 22.2900 0.045 -0.468 -0.753 -0.03
C 2.3570 16.6730 21.7260 -1.099 -1.926 5.378 -0.58
C 1.2590 17.1240 22.6950 0.122 -1.677 1.796 -0.05
O 2.0780 17.3000 20.6360 0.931 3.876 -5.296 0.01
H 3.7010 16.2770 23.2340 0.427 -0.308 0.221 0.06
H 4.1470 17.8120 22.5280 -0.348 -0.266 -0.522 0.08
H 4.4240 16.2400 21.5780 -0.134 0.693 0.796 0.10
H 2.1340 15.6170 21.6080 0.652 -0.678 -0.010 0.12
H 1.0540 18.1380 22.6760 0.466 2.460 -0.011 0.05
H 1.5040 16.8090 23.7100 -0.159 0.088 0.303 0.07
H 0.2390 16.7880 22.5000 0.288 -0.789 -0.462 0.04
H 1.5100 16.7690 20.1220 -0.534 -0.498 -1.002 0.02
C -6.4160 12.4960 24.0450 0.420 0.812 2.603 -0.01
C -4.9780 12.1170 23.7890 0.914 8.314 6.755 -0.65
C -4.2430 11.7320 25.0960 0.733 2.638 1.372 -0.02
O -4.8050 11.1530 23.0360 0.301 -7.700 -7.353 -0.03
H -6.9220 12.7860 23.1700 -0.773 0.459 -1.011 0.04
H -6.4040 13.3110 24.8230 -0.191 -0.422 -1.059 0.12
H -7.0060 11.7210 24.5350 0.125 -0.452 -0.176 0.09
H -4.4510 13.0190 23.3640 -0.394 -0.510 0.314 0.14
H -3.3180 11.1560 24.9760 -0.379 0.033 -0.485 0.07
H -4.9120 11.1890 25.7360 -0.411 -0.435 0.464 0.08
H -3.8840 12.6530 25.6560 -0.698 -1.052 -0.511 0.10
H -5.1920 10.4350 23.5180 -0.222 -1.715 -0.314 0.15
C -2.4370 13.8780 18.1240 -0.486 -0.518 0.694 -0.03
C -2.8320 13.3370 16.7220 7.939 6.044 -0.253 -0.64
C -1.7240 12.5170 16.0990 0.497 0.842 -0.523 -0.03
O -3.8180 12.6130 16.7700 -8.287 -6.399 0.217 0.04
H -3.2760 14.2120 18.7670 -0.351 -0.629 -0.668 0.06
H -1.9290 14.7830 18.0700 1.623 1.551 -0.601 0.02
H -1.8170 13.2220 18.7440 -0.001 -0.246 -0.533 0.08
H -3.0250 14.2500 16.0860 0.430 -0.152 0.118 0.15
H -0.8110 13.0810 15.9440 0.263 0.025 0.181 0.08
H -2.0390 12.1530 15.1340 -0.277 -0.006 -0.446 0.08
H -1.5500 11.6480 16.6930 0.329 -0.545 0.665 0.08
H -4.4810 13.0660 17.2680 -1.536 0.031 0.736 0.05
C -2.5020 16.5570 22.7590 -1.671 -0.415 -0.797 0.00
C -3.8360 15.9680 22.2080 0.969 1.427 10.857 -0.61
C -5.0740 16.5650 22.8840 -0.149 1.878 -0.780 0.00
O -3.9270 16.0190 20.9730 0.560 0.419 -8.977 0.00
H -2.3350 17.5780 22.5250 0.034 1.023 -0.877 0.06
H -1.7360 15.9460 22.3630 1.163 -0.504 -0.355 0.04
H -2.4160 16.5500 23.8130 -0.237 -0.594 1.173 0.08
H -3.9000 14.9800 22.5630 0.618 -2.040 0.691 0.09
H -5.2630 17.6130 22.4650 -0.064 -1.437 0.532 0.10
H -4.9400 16.6540 23.9530 -0.112 -0.169 0.310 0.08
H -5.9270 15.9080 22.6480 -0.054 0.424 0.196 0.06
H -4.7460 15.6000 20.7790 -1.218 -0.282 -1.374 0.06
C -0.9110 12.7150 25.7490 -1.663 -0.017 0.583 -0.03
C -0.8920 13.8580 24.7610 6.335 -0.758 2.910 -0.64
C 0.3560 13.8740 23.9050 1.416 -0.384 1.373 -0.01
O -1.9250 13.8730 24.0580 -8.185 0.037 -5.284 -0.02
H -1.8040 12.8940 26.4080 0.935 -0.393 -0.296 0.09
H -0.0320 12.6150 26.3120 1.227 0.170 1.069 0.06
H -1.0360 11.7370 25.2850 -0.164 -0.014 -0.385 0.06
H -0.9730 14.7570 25.2660 0.684 2.026 1.874 0.12
H 1.2240 14.1310 24.5580 -0.318 -0.505 -0.494 0.10
H 0.3570 14.6400 23.1500 -0.336 0.142 -0.435 0.04
H 0.4730 12.8700 23.4800 0.352 0.306 -0.248 0.08
H -1.9770 13.1030 23.4770 -0.079 0.016 0.270 0.03
```
Positions in Å, forces in eV/Å.

Its HOMO-LUMO gap is 0.296 hartree. The net charge is 0. The value obtained for the energy relative to the best compared isomer or geometry (same formula, charge and spin) is 175.68 kcal per mole. The calculation puts the total energy at -60231.7841 eV. The structure (SMILES) is NC(N)=O.NC(N)=O.NC(N)=O.NC(N)=O.NC(N)=O.CC(C)O.CC(C)O.CC(C)O.CC(C)O.CC(C)O.CO.

Which formula does entry 2 have?
C21H64N10O11